1.
26
Properties=species:S:1:pos:R:3:forces:R:3:nbo_charge:R:1 method="wB97M-V/def2-TZVPD" orbital_gap_ha="0.289 / 0.289" charge=0 e_above_lowest_ev=5.920
C -1.9753 -0.0267 0.7857 -0.62 -0.46 1.17 -0.25
C -0.9388 -0.2774 1.8453 0.26 -0.38 -1.25 -0.19
C -1.7585 0.5901 -0.3848 1.15 0.06 1.35 -0.11
C 0.3186 0.1283 1.5821 -1.24 0.48 -1.17 -0.23
C -0.4111 1.1721 -0.6862 0.53 0.24 -0.21 -0.31
C 0.6518 0.6914 0.2764 0.26 0.81 -0.65 0.11
C -0.4062 2.7365 -0.7396 -0.74 -1.69 -1.16 -0.60
C 1.4717 -2.8617 -0.2210 3.22 1.51 2.06 -0.73
C 1.1252 -1.7663 -1.1454 2.09 1.93 -1.01 0.44
N 1.9106 0.8778 -0.0813 -1.35 -0.11 1.11 0.38
O 2.9335 0.6484 0.5422 1.77 -0.95 2.13 -0.54
O 2.1961 1.3702 -1.2979 -0.26 0.98 -2.44 -0.55
O 0.0765 -1.5366 -1.6635 -1.50 -0.68 -0.18 -0.55
H -2.9693 -0.2919 1.1544 0.04 -0.13 -0.75 0.21
H -1.1121 -0.9412 2.7391 -0.25 1.34 -0.89 0.23
H -2.4748 0.8040 -1.1440 -0.85 -0.09 -0.07 0.21
H 1.0015 0.2048 2.3504 1.83 -0.49 1.28 0.23
H -0.0974 0.8480 -1.7000 -0.25 0.16 0.51 0.26
H -0.9586 3.3439 -0.0984 -0.64 0.28 2.31 0.22
H -0.8927 3.0423 -1.6255 -0.37 0.04 -1.68 0.21
H 0.5825 3.0445 -0.8316 1.67 0.78 0.07 0.22
H 1.5572 -2.5062 0.8989 -0.54 -0.41 -2.15 0.26
H 2.5881 -3.1094 -0.4340 -2.07 -0.22 0.14 0.24
H 0.7468 -3.6065 -0.3322 -0.71 -1.55 0.07 0.24
H 1.9701 -1.0618 -1.5036 -0.42 -1.07 0.79 0.10
H 3.1841 1.4509 -1.3279 -1.03 -0.35 0.60 0.51

=====

2.
25
Properties=species:S:1:pos:R:3:forces:R:3:lowdin_spin:R:1 method="wB97M-V/def2-TZVPD" orbital_gap_ha="0.176 / 0.219" spin_multiplicity=6 charge=-1 s2=8.7676 e_above_lowest_ev=0.530
C 0.8930 -1.4701 -1.6492 0.35 -0.75 -0.39 0.14
C -0.4926 -1.2134 -1.7946 -0.74 -1.41 -0.91 0.18
C -1.1870 -1.7829 -0.6695 0.89 -1.87 -0.78 0.07
C -0.1960 -2.4108 0.1858 -0.13 -1.00 -1.85 0.05
C 1.0971 -2.1817 -0.4306 -0.77 -0.88 -0.46 0.12
Ru 0.0265 -0.2387 0.3057 2.17 1.80 2.52 3.38
C -1.0511 1.2990 -0.4626 -1.32 3.37 -1.59 0.24
C 0.2749 2.0325 -0.6974 -2.55 1.24 -3.71 0.06
C 0.5294 2.7667 -1.8579 -0.11 -0.61 1.16 0.07
N 1.0795 1.5853 0.2120 3.42 -0.92 3.54 0.19
H -2.2584 -1.8475 -0.5290 0.17 0.27 0.06 0.01
H -0.9766 -0.7134 -2.6390 0.35 -0.06 0.55 0.01
H -0.4046 -3.0320 1.0458 0.09 0.28 0.06 0.01
H 2.0394 -2.5682 -0.0476 -0.21 0.28 -0.08 0.01
H 1.6748 -1.2102 -2.3718 -0.41 0.09 0.49 0.01
H -1.6928 1.2357 -1.3342 -0.08 0.07 -0.31 0.02
H 1.8982 2.0527 0.6107 -0.30 0.08 -1.15 0.02
H -1.6028 1.7523 0.3620 0.04 -0.13 0.23 0.03
H -0.3249 3.1491 -2.4027 0.20 -0.14 -0.27 0.01
H 1.5409 2.8029 -2.2631 -0.16 0.47 0.20 0.01
C -0.1177 0.0073 3.3409 -1.26 -0.18 -0.98 0.05
O -0.7459 -0.0978 2.0649 0.08 -0.08 3.06 0.31
H -0.8638 0.5568 3.9354 0.56 -0.05 0.53 0.01
H 0.8597 0.5432 3.3455 -0.49 -0.24 -0.16 0.01
H 0.0008 -1.0168 3.7404 0.21 0.35 0.25 0.00

=====

3.
25
Properties=species:S:1:pos:R:3:forces:R:3:nbo_charge:R:1 method="wB97M-V/def2-TZVPD" orbital_gap_ha=0.319 charge=0 e_above_lowest_ev=4.087
C -1.8669 -0.6258 -1.6032 0.30 2.17 -1.55 -0.29
C -3.1063 -1.8231 -0.1974 -0.17 -0.73 0.91 -0.05
C -2.0412 0.3811 -0.4827 0.52 -0.55 1.14 -0.24
C -1.3187 2.9046 0.0840 0.32 0.15 0.62 -0.14
C -1.4038 1.5309 -0.3621 -0.71 0.24 0.38 0.25
C 2.9748 0.6062 0.3963 -0.32 -3.41 -3.19 -0.64
C 1.4573 -1.0424 -0.6672 0.73 1.36 1.95 -0.46
C 1.6856 -1.0304 1.9222 0.22 -0.26 -2.01 -0.66
C 1.8695 -0.4848 0.5091 1.23 -0.13 -0.49 0.07
N -2.5547 -1.8180 -1.3204 0.10 -1.55 0.11 -0.41
O -0.7577 2.4102 -1.1607 -0.28 -0.17 -1.28 -0.46
S -2.9228 -0.4379 0.8746 0.21 0.70 -0.66 0.25
H -2.4092 -0.2357 -2.5061 0.94 0.01 0.37 0.22
H -3.6272 -2.7029 0.2031 0.02 0.42 -0.26 0.21
H -2.2968 3.4727 0.0115 1.62 -0.22 0.15 0.21
H -0.4197 3.2167 0.6787 -1.63 -0.04 0.09 0.21
H 2.8293 0.9184 -0.6918 0.95 0.38 1.66 0.21
H 3.9850 0.1192 0.5806 -1.11 0.55 -0.46 0.21
H 2.8625 1.3293 1.1034 -0.43 2.41 1.69 0.20
H -0.7619 -0.7094 -1.8172 -1.27 -0.39 -0.04 0.24
H 1.8716 -0.5324 -1.5355 -0.40 -0.48 -0.22 0.20
H 0.8024 -1.8911 -0.7813 -0.07 -0.09 0.13 0.21
H 1.0393 -1.8787 1.7834 -0.38 -0.42 0.87 0.22
H 1.4478 -0.3606 2.7146 -1.12 0.88 0.19 0.22
H 2.6617 -1.3160 2.2640 0.73 -0.82 -0.09 0.22

=====

4.
25
Properties=species:S:1:pos:R:3:forces:R:3:lowdin_charge:R:1 method="wB97M-V/def2-TZVPD" orbital_gap_ha=0.217 charge=-1 e_above_lowest_ev=0.000
C -0.7150 -0.6035 -2.3132 -0.22 -0.71 0.24 -0.22
C -1.4842 -1.3294 -1.3574 0.46 -0.52 -0.65 -0.24
C -0.5961 -2.1039 -0.5605 0.04 -0.03 -0.79 -0.22
C 0.7345 -1.8436 -1.0095 -0.62 -0.40 -0.66 -0.25
C 0.6611 -0.9279 -2.1103 -0.39 -0.21 0.39 -0.21
Tl 0.2454 0.4956 0.1521 2.00 -2.80 1.15 0.93
N 0.7733 2.5035 -0.3371 -3.39 0.44 -0.46 -0.19
C -0.9931 2.5036 0.0422 0.87 3.68 -0.43 -0.40
C -1.6868 1.2991 0.5925 0.13 -0.05 -0.36 -0.29
H -0.8753 -2.8239 0.2106 0.08 0.35 -0.13 0.08
H -2.5709 -1.3263 -1.2809 0.31 0.10 0.06 0.08
H 1.6354 -2.3461 -0.6629 -0.21 0.29 0.00 0.09
H 1.4975 -0.6169 -2.7347 -0.21 0.05 0.29 0.09
H -1.1111 0.0287 -3.1086 0.13 -0.09 0.32 0.08
H -2.4760 0.9291 -0.0556 -0.04 -0.10 0.39 0.03
H -1.0234 3.3010 0.7971 0.04 0.20 -0.48 0.06
H 0.6752 2.5547 -1.3681 0.22 0.13 0.51 -0.06
H -1.8749 1.3457 1.6632 -0.29 -0.10 -0.17 0.02
H -1.4687 2.8384 -0.8934 0.27 0.06 0.34 0.07
C 1.5175 -0.7626 2.7718 0.87 -0.97 0.87 -0.11
C 1.9017 -0.2976 1.4214 -1.23 1.51 -2.24 -0.53
O 2.9560 -0.1922 0.8322 0.83 -0.91 1.65 -0.04
H 0.4563 -1.0640 2.7834 0.51 0.21 -0.02 0.07
H 1.6759 0.0673 3.4838 -0.05 -0.32 -0.20 0.09
H 2.1457 -1.6288 3.0420 -0.08 0.19 0.39 0.07

=====

5.
24
Properties=species:S:1:pos:R:3:forces:R:3:nbo_charge:R:1 method="wB97M-V/def2-TZVPD" orbital_gap_ha=0.331 charge=0 e_above_lowest_ev=2.074
C 2.2578 -1.4981 -0.0278 -0.68 -0.50 -1.64 -0.23
C 1.8593 -0.4337 -0.8346 -0.87 1.29 1.39 -0.19
C 2.0962 -1.4551 1.3427 -1.03 3.83 -2.74 -0.19
C 1.3333 0.7728 -0.2822 0.89 -3.49 1.03 -0.24
C 1.5454 -0.2996 1.8799 0.73 -0.62 -0.95 -0.25
C 1.1396 0.7522 1.0912 -0.63 2.02 -0.30 -0.14
C -3.1421 -0.3599 -0.1008 3.10 2.01 1.98 -0.39
C -1.4287 -1.0467 -1.7734 -0.15 1.52 -2.81 -0.67
C -1.8278 -0.3883 -0.5184 -1.74 -1.68 2.23 -0.19
N -0.2072 3.1852 0.7669 1.15 -0.87 0.32 -1.02
S 0.3459 2.1663 1.9796 0.74 -0.55 -0.52 0.41
H 2.5509 -2.4515 -0.5044 0.08 0.70 0.28 0.21
H 1.7150 -0.4896 -1.8808 0.71 -0.40 -1.06 0.21
H 2.5153 -2.2342 1.7817 1.30 -3.18 2.97 0.21
H 0.9870 1.4916 -0.9444 -0.63 1.50 -0.76 0.23
H 1.5599 -0.1147 2.8951 -0.35 -0.09 2.24 0.21
H -3.4553 0.0946 0.9091 0.81 -1.00 -1.52 0.20
H -3.9465 -0.6077 -0.7112 -1.18 -0.34 -1.31 0.18
H -1.1942 3.2059 0.7301 -0.68 0.49 -0.48 0.39
H -0.3522 -1.1747 -2.0046 -0.59 0.94 0.25 0.22
H -2.0078 -0.5941 -2.6576 1.17 -0.48 0.98 0.21
H -1.7270 -2.0397 -1.7888 -0.95 -2.11 0.25 0.22
H -0.9978 -0.4216 0.2099 -0.73 1.06 -0.08 0.21
H 0.3810 3.9408 0.4429 -0.49 -0.05 0.24 0.39

=====

6.
24
Properties=species:S:1:pos:R:3:forces:R:3:nbo_charge:R:1 method="wB97M-V/def2-TZVPD" orbital_gap_ha=0.329 charge=0 e_above_lowest_ev=1.270
C 1.4436 1.9332 -1.8453 1.22 2.02 -0.92 -0.29
C 2.1380 0.9734 -1.3063 0.06 -0.71 1.15 -0.11
C 0.0766 2.1032 -1.5354 -1.09 -0.31 0.18 0.10
C -0.7576 -1.4919 -0.6545 0.13 -0.68 0.05 -0.50
C 1.4862 -0.0017 -0.3641 0.73 0.12 0.51 -0.42
C 0.1745 0.5241 0.2320 1.91 1.65 0.32 -0.08
C -0.6545 -0.6746 0.6327 -0.92 0.68 1.63 -0.08
C -2.0270 -0.1691 1.0763 -0.80 1.95 0.44 -0.63
C -0.0668 -1.5484 1.8210 -1.89 0.09 0.87 -0.62
N -0.5154 1.3786 -0.6892 -1.73 0.80 0.11 -0.41
S 1.0418 -1.5310 -1.1914 -1.17 -0.79 -0.95 0.18
H 1.9479 2.7198 -2.4070 -0.13 -0.29 -0.15 0.21
H 3.1873 1.0076 -1.4431 0.94 -0.59 -0.12 0.21
H -0.4621 2.9194 -2.0093 -0.33 -0.22 -0.21 0.18
H -1.0502 -2.5328 -0.4334 0.26 0.31 0.02 0.23
H -1.5597 -1.1216 -1.3655 1.45 0.08 0.54 0.24
H 2.2105 -0.2425 0.4289 -0.30 0.00 -0.12 0.23
H 0.3988 1.3051 1.0604 -0.28 -1.64 -0.60 0.23
H -2.0341 0.0584 2.1610 0.26 -0.09 -0.40 0.21
H -2.8186 -0.9128 0.9721 0.00 0.04 -0.39 0.21
H -2.2858 0.8424 0.5726 0.16 -2.05 0.55 0.25
H 0.4789 -1.1848 2.7788 -1.45 0.40 -1.71 0.23
H 0.6452 -2.1782 1.3990 1.20 -1.51 -0.76 0.21
H -0.9972 -2.1757 2.1097 1.78 0.77 -0.04 0.21

=====

7.
26
Properties=species:S:1:pos:R:3:forces:R:3:nbo_charge:R:1 method="wB97M-V/def2-TZVPD" orbital_gap_ha=0.297 charge=0 e_above_lowest_ev=2.556
C -1.8975 -2.4260 0.7373 0.86 0.30 -0.41 -0.04
C -1.7657 -1.3892 0.1059 -1.06 -2.13 1.96 -0.11
C -2.0862 -2.1951 -2.3935 1.93 -1.14 -0.74 1.06
C 1.6875 2.1803 -1.2265 -0.56 0.48 0.06 -0.43
C 1.6167 2.3990 0.2531 -0.44 -1.62 0.07 -0.40
C 0.4490 1.5354 -1.6580 -4.19 0.53 -3.02 -0.76
C 1.1423 1.1098 0.9203 -0.34 -1.11 1.70 -0.76
C -1.8613 -3.7832 1.3477 -4.55 1.85 -0.97 -0.65
C -1.6463 -0.1869 -0.5956 1.04 1.05 0.80 -0.96
O -1.0044 -2.5756 -2.5740 0.63 0.12 0.13 -0.56
O -3.1871 -1.9378 -2.3309 -2.74 0.81 0.13 -0.50
O 0.9203 -0.8539 -0.7372 2.21 3.86 2.22 -0.96
P -0.0635 0.4093 -0.3250 2.07 -0.83 -2.32 1.77
H 1.8818 3.1124 -1.6832 0.31 0.93 -0.93 0.22
H 2.4128 1.4607 -1.5172 1.41 -0.30 0.27 0.22
H 2.5874 2.5697 0.5054 2.80 0.77 1.38 0.22
H 1.0349 3.2317 0.6058 -0.51 0.39 -0.32 0.21
H -0.4584 2.2362 -1.9599 1.71 -0.90 1.03 0.24
H 0.5443 0.9658 -2.6561 -0.06 0.41 1.78 0.26
H 1.8743 0.2681 1.2361 -0.76 1.51 -1.30 0.27
H 0.7366 1.3542 1.9016 -0.57 0.03 -0.09 0.24
H -0.9397 -4.1230 1.5085 3.90 -0.99 1.02 0.22
H -2.5029 -3.8342 2.2507 0.55 -0.01 -0.39 0.22
H -2.2744 -4.4763 0.6216 -0.34 -0.24 -0.09 0.22
H -2.4542 0.5116 -0.5231 -0.45 0.36 -0.23 0.26
H 0.3797 -1.5131 -0.9914 -2.84 -4.14 -1.75 0.50

=====

8.
30
Properties=species:S:1:pos:R:3:forces:R:3:nbo_charge:R:1 method="wB97M-V/def2-TZVPD" orbital_gap_ha=0.333 charge=0
O -0.7986 0.2576 2.9373 -0.59 0.74 -0.29 -0.60
O 1.4719 -0.5627 -3.2576 -0.15 -0.80 2.09 -1.09
O -2.3636 1.1601 -0.7176 0.55 -0.12 0.75 -0.45
O -2.2667 2.8663 2.5186 0.34 -0.89 -0.55 -0.50
O 1.6360 0.1131 -0.7625 0.22 -2.24 -0.85 -0.79
O 2.8051 -2.1388 -1.7291 -1.79 0.34 0.40 -0.81
S -0.2612 -2.2519 -1.4806 0.39 0.53 0.33 -0.07
C -1.3566 0.5669 1.8740 1.15 -1.06 1.50 0.42
C -2.5053 2.0880 0.3279 1.05 -1.59 2.21 0.11
C -1.2507 -0.3903 0.7898 -1.12 1.19 -2.82 -0.34
C -2.0535 1.8289 1.6200 -0.86 1.07 -1.86 0.16
C -1.6934 -0.0572 -0.4860 0.09 0.90 3.64 0.36
C -1.9202 2.6801 3.8964 0.02 -0.90 0.23 -0.24
C 2.9579 0.5628 -0.4300 0.83 0.39 0.27 -0.26
C 2.6381 -3.4289 -2.4000 0.32 -0.23 -0.82 -0.27
C -1.5148 -0.9256 -1.6700 -0.06 0.28 -0.23 -0.58
P 1.5325 -1.1215 -1.8600 0.16 1.92 -2.64 2.17
H -2.9959 3.0704 0.2332 0.14 -0.88 -1.12 0.23
H -0.7152 -1.3297 0.9628 -0.31 0.60 0.01 0.26
H -2.2695 3.5289 4.4652 -0.51 0.27 -0.21 0.19
H -0.8493 2.6472 4.0518 0.26 -0.20 -0.23 0.19
H -2.3535 1.7405 4.2808 0.16 0.53 -0.08 0.19
H 3.5331 0.9075 -1.3016 -0.41 -0.22 -0.04 0.19
H 3.5195 -0.2565 0.0400 -0.16 0.36 0.05 0.19
H 2.8824 1.4345 0.2458 -0.25 -0.67 -0.20 0.21
H 2.8531 -4.1851 -1.6558 -0.29 -0.15 0.16 0.20
H 3.3956 -3.5593 -3.1999 -0.33 0.56 0.49 0.20
H 1.6466 -3.5895 -2.8942 0.72 0.39 0.71 0.21
H -2.4758 -1.3808 -1.9255 0.25 -0.24 -0.11 0.26
H -1.2281 -0.2753 -2.4732 0.20 0.12 -0.80 0.27

=====

9.
23
Properties=species:S:1:pos:R:3:forces:R:3:lowdin_spin:R:1 method="wB97M-V/def2-TZVPD" orbital_gap_ha="0.317 / 0.307" spin_multiplicity=3 charge=0 s2=2.0087 e_above_lowest_ev=0.000
C -1.1601 1.1143 -0.8351 -2.16 -1.89 -0.38 0.10
C 0.1670 1.0913 2.0173 -1.13 2.82 1.70 0.01
C -0.7249 0.6588 -2.1968 1.38 -0.22 0.35 0.72
C 1.5515 0.8536 1.3902 -1.56 1.02 -3.78 0.07
C -1.3755 -0.1027 0.1900 0.94 3.33 -1.05 0.08
C -0.8054 0.0468 1.6029 0.81 -0.51 -2.05 0.05
C 1.2038 -0.3068 0.3745 -0.05 1.20 0.73 0.60
C -0.1876 -0.8318 0.4980 1.64 0.46 1.90 0.08
C 0.8790 -2.2933 -1.5557 3.44 2.54 2.12 0.05
P 1.0962 -2.0722 0.3345 -0.27 -0.83 -0.85 0.08
H -0.5048 1.8518 -0.3833 -0.09 0.15 -0.14 0.01
H -2.2012 1.4433 -1.0007 0.45 0.77 0.47 0.01
H 0.2376 1.0207 3.1232 0.06 0.10 -0.50 0.00
H -0.3403 2.1795 1.8724 1.56 -2.19 0.04 0.00
H -1.3484 0.1305 -2.9279 0.00 0.40 0.56 0.04
H 0.3648 0.5624 -2.3408 -0.65 0.07 -0.15 0.04
H 1.7988 1.8137 0.7485 0.02 -1.91 1.24 0.02
H 2.3450 0.6374 2.0670 0.55 -0.15 0.49 0.01
H -2.3448 -0.5023 0.1912 -1.05 -0.94 -0.33 0.00
H -1.3705 -0.3485 2.3724 -1.23 -1.03 1.28 0.01
H 1.7948 -1.7681 -1.9557 -0.90 -1.01 0.00 0.00
H 0.0386 -1.8756 -1.9716 -2.04 1.05 -0.66 0.01
H 0.8862 -3.3026 -1.6143 0.28 -3.22 -0.98 0.00

=====

10.
23
Properties=species:S:1:pos:R:3:forces:R:3:lowdin_spin:R:1 method="wB97M-V/def2-TZVPD" orbital_gap_ha="0.103 / 0.297" spin_multiplicity=2 charge=-1 s2=0.7547 e_above_lowest_ev=2.037
C -1.8658 -1.9065 -1.1432 1.27 0.58 0.52 0.05
C -2.1608 -0.4670 -1.6226 0.30 1.81 1.23 0.04
H -0.7566 -2.0830 -0.9171 -1.29 0.80 -0.42 0.01
H -2.3176 -2.0587 -0.1498 -0.26 -0.30 -0.60 0.01
H -2.0876 -2.6694 -1.8669 -0.58 -0.43 -0.18 0.01
H -3.0963 -0.0566 -2.0202 -0.48 -1.54 -0.56 0.01
H -1.4031 -0.0183 -2.2948 -0.06 -0.47 0.52 0.01
H -2.2241 0.1784 -0.6981 0.71 -0.63 -1.01 0.01
C 0.5788 2.0798 -0.8916 -0.27 0.92 2.72 0.09
C 2.1786 0.8727 0.6077 1.83 -0.56 1.10 0.18
C 0.8664 1.1875 0.3202 -1.78 -1.06 -1.55 0.11
C 2.5896 -0.1040 1.5720 -4.54 0.76 -0.32 0.07
C -0.1493 0.3748 0.8779 -0.06 2.22 -0.53 0.04
C 1.6047 -0.8036 2.2583 -1.07 4.32 -4.09 0.09
C 0.2361 -0.5041 1.8545 0.79 -1.64 0.28 0.13
H 2.9394 1.5659 0.3023 0.30 0.03 -0.56 0.04
H 3.5772 -0.2508 1.6868 3.36 -0.59 0.68 0.01
H 1.3833 2.1427 -1.5977 1.07 0.60 0.16 0.04
H 0.2665 3.0151 -0.3410 0.36 -0.24 -1.65 0.01
H -1.2397 0.5908 0.5756 2.08 -0.66 0.77 0.01
H 1.6922 -1.5120 2.9463 0.93 -2.97 2.76 0.01
H -0.4257 -1.2970 2.0770 -1.24 -0.56 0.83 0.02
H -0.1862 1.7233 -1.5359 -1.38 -0.42 -0.10 0.01